# C21H47NO10S4

A cluster of 4 separate species, C21H47NO10S4 in total in a non-equilibrium geometry (ωB97M-V/def2-TZVPD, the OMol25 dataset).

Results
Lowest unoccupied orbital energy in eV: 0.293
Total charge: 0

```
83
C21H47NO10S4 ωB97M-V/def2-TZVPD
H -0.529 0.704 1.026
S 5.639 -1.832 0.942
H -1.821 0.688 2.886
H 6.347 -3.754 2.186
S -3.795 -1.019 -0.253
O -7.608 1.175 3.446
C 8.035 0.333 -6.007
O -4.647 -0.600 -1.325
H 4.351 -3.832 0.700
H 1.583 0.184 1.847
H -1.391 3.553 0.440
C -1.633 2.488 0.453
C 0.856 2.088 0.126
O 1.684 0.968 -0.087
H 9.669 -0.368 -3.850
H 2.961 -1.546 -4.538
H -5.279 1.230 0.453
H 10.834 0.976 -3.756
S 8.951 1.563 -5.070
H -6.750 -2.480 0.729
H 2.908 0.219 -4.764
H -8.265 0.941 1.092
C -2.875 2.353 1.325
C -5.334 -4.014 1.186
H 5.354 -3.496 -0.745
C -5.713 -2.709 0.525
H 0.585 2.506 -0.838
H 7.425 -3.414 0.797
O -2.883 -2.075 -0.587
C -5.604 -0.416 1.723
H -3.427 -4.117 0.845
H 3.876 -2.562 -0.461
O -2.941 0.211 0.264
C -5.557 2.042 2.373
H 4.460 1.867 -3.517
H -5.570 -2.843 -0.542
C -0.389 1.779 0.960
H -2.541 -0.789 2.388
C 6.853 -2.976 1.615
H -7.314 3.075 2.851
O 8.087 1.981 -3.936
N -3.581 0.213 3.904
H 7.518 -2.415 2.267
H -3.434 -0.659 4.387
H 5.691 1.358 -2.338
C -4.976 0.957 1.465
H 1.445 2.833 0.669
O 4.774 -1.392 2.072
H -3.645 2.958 0.859
H -2.673 2.729 2.322
C -7.093 2.075 2.477
H -6.618 -0.477 1.357
H 2.471 -0.498 -3.182
O 5.020 -1.491 -2.458
C -3.447 0.913 1.444
H -5.610 -0.572 2.793
H -3.349 0.983 4.508
C -7.836 1.936 1.148
H -5.189 1.972 3.392
H -1.829 2.234 -0.582
S 4.837 -0.489 -3.544
H -7.215 2.127 0.283
C -4.819 -1.594 1.108
C 3.117 -0.583 -4.056
C 2.298 0.525 1.100
H -5.290 3.030 2.018
O -5.967 -4.517 2.114
H 7.678 -0.450 -5.339
O -4.221 -4.627 0.659
H 8.679 -0.089 -6.779
H 3.960 1.090 -1.979
H -0.215 2.109 1.986
H 7.186 0.827 -6.476
C 4.718 1.121 -2.765
C 4.713 -3.060 0.018
H -6.890 0.698 3.858
C 10.171 0.418 -4.414
H 2.897 -0.341 0.855
C -2.780 0.230 2.674
H 2.980 1.259 1.528
H -4.129 -2.020 1.827
H -8.687 2.606 1.155
H 10.746 -0.009 -5.236
```

Here are the Mulliken charges for atoms 1 to 8, given in e: number 1, H, carries 0.415; number 2, S, carries 0.631; number 3, H, carries 0.466; number 4, H, carries 0.301; number 5, S, carries 1.030; number 6, O, carries -0.641; number 7, C, carries -0.818; number 8, O, carries -0.690



# C21H47O2P3Zr

A structure of composition C21H47O2P3Zr in a non-equilibrium geometry (ωB97M-V/def2-TZVPD, the OMol25 dataset).

Results
Lowest unoccupied orbital energy (spin up / spin down) in eV: -15.795 / -15.794
Total charge: +4
ΔE to the lowest compared entry with this formula, charge and spin in kJ/mol: 115.43

```
74
C21H47O2P3Zr ωB97M-V/def2-TZVPD
H -2.390 0.720 4.494
H 0.934 2.590 2.301
H 0.234 -1.012 -4.664
H 2.684 -2.741 0.229
H 2.116 -0.960 -2.045
H -1.709 -2.334 -1.434
H -1.767 -0.637 5.484
C -0.702 0.570 -5.331
C 3.878 0.034 0.324
H 2.995 1.701 3.601
H 3.681 0.811 -0.430
H -3.863 2.438 -0.338
H -0.258 -3.610 4.350
O -0.426 -0.477 3.057
H -3.225 1.001 -2.239
C 0.239 2.365 1.490
C -2.247 0.675 -1.855
H -0.749 2.795 1.680
C -0.063 1.654 -7.363
H 2.726 -0.915 3.840
C 3.368 1.650 2.570
C -2.974 2.330 0.298
P 0.509 -1.920 -0.503
H -0.383 3.802 -7.336
C -0.989 -2.891 -0.829
H -1.888 -1.836 3.618
H -3.303 -1.477 0.175
H 0.086 2.509 -0.710
H 3.119 2.583 2.052
H 1.372 -3.398 1.207
H -2.016 -0.321 -2.256
H 0.381 1.646 -8.364
C 0.718 2.214 0.138
H 4.903 0.163 0.705
H 1.077 -2.478 4.147
C 3.140 -1.134 2.850
H -2.197 1.519 -4.128
H -1.768 3.762 -5.227
H 4.460 1.534 2.589
Zr 0.092 0.133 0.994
H 1.652 -4.040 -0.431
H -1.472 1.363 -2.220
P -2.249 0.690 -0.040
H -2.262 3.131 0.069
C -0.273 0.353 4.260
H 1.374 -2.454 -2.697
H 0.578 -0.050 4.824
H -0.721 -3.821 -1.341
C -1.509 1.644 -4.963
C -1.545 0.355 5.083
H -3.770 -0.370 1.484
H 3.790 -0.950 -0.157
C -3.585 -0.447 0.409
H 4.234 -1.178 2.918
C 0.007 -2.549 4.362
C -1.311 2.857 -5.635
H -0.191 -2.181 5.375
H 0.007 1.355 3.915
C -0.149 0.467 -6.625
H 1.791 2.286 -0.086
C 1.666 -3.136 0.186
H -1.481 -3.140 0.117
P 2.673 0.195 1.695
O -0.350 -0.296 -4.322
H 0.187 -0.503 -7.006
C -0.839 -1.857 3.316
H 2.762 -2.102 2.508
H -4.490 -0.175 -0.142
C 1.187 -1.537 -2.124
H 0.488 -0.905 -2.680
C -0.550 2.857 -6.819
H -3.262 2.414 1.352
H -0.774 -2.375 2.351
H -1.414 1.038 5.925
```

Here are the Mulliken charges for atoms 1 to 8, given in e: number 1, H, carries 0.344; number 2, H, carries 0.439; number 3, H, carries 0.337; number 4, H, carries 0.354; number 5, H, carries 0.387; number 6, H, carries 0.351; number 7, H, carries 0.360; number 8, C, carries 0.743



# C21H48AlBrCl3F11NO12P2RbS2Ta

A structure of composition C21H48AlBrCl3F11NO12P2RbS2Ta in a non-equilibrium geometry (ωB97M-V/def2-TZVPD, the OMol25 dataset).

Results
Lowest unoccupied orbital energy in eV: -3.044
Total charge: -1

```
104
C21H48AlBrCl3F11NO12P2RbS2Ta ωB97M-V/def2-TZVPD
Al 2.217 4.423 -0.625
Cl 8.371 7.673 0.997
H 4.532 0.891 0.280
C -1.505 -1.236 -1.199
H -0.475 3.697 -1.067
C 0.418 0.056 0.891
H -0.284 4.111 2.608
H -3.498 1.025 -2.143
H 7.889 5.390 0.946
H 2.526 3.489 1.739
H -0.142 1.240 -4.286
H -2.509 3.840 0.602
O 1.518 -6.749 3.588
F -0.003 -6.822 -2.288
Rb -3.133 3.027 -5.352
H 4.132 2.985 -0.697
H 1.482 3.245 -1.672
C 7.315 6.292 0.775
O -3.923 0.245 0.312
H 4.083 0.023 1.714
C 3.683 0.412 0.786
H 1.624 -7.045 0.567
H -5.600 0.775 -0.678
H 2.348 1.872 -0.010
F -0.336 -2.778 0.126
H 1.702 0.420 2.563
C -4.982 1.146 0.136
O 6.134 -9.965 3.487
Cl 5.972 6.318 1.921
F -2.357 -3.262 -0.282
H -6.025 0.337 1.848
Cl 6.688 6.243 -0.888
H 2.018 -7.619 -0.779
H -2.522 0.251 1.795
C 1.353 0.980 1.691
H 5.039 4.309 -0.179
O -7.400 7.418 -4.583
H 0.520 3.301 0.304
H 3.380 -0.385 0.122
O 8.480 -9.507 3.818
P 0.873 0.965 -2.354
H -3.827 3.101 -3.018
N 5.040 3.490 -0.794
Br 3.301 -8.068 3.400
F -0.503 -1.672 -2.021
C 1.456 2.717 -2.633
H -4.629 2.126 -0.203
F -2.871 -6.543 -2.469
C -1.556 -2.237 -0.023
C 0.462 -6.537 3.050
H -2.052 3.214 -4.220
C -1.717 -6.149 2.848
H -2.448 3.500 4.387
H -5.883 6.011 -4.777
H 2.485 2.673 -3.005
O 7.073 -9.964 5.720
H -1.838 -1.814 0.937
O -0.729 -6.897 3.565
H -5.529 2.056 2.053
F -2.034 -4.866 -3.693
H -2.996 3.607 -1.563
F -1.239 -6.945 -3.949
H -6.842 1.628 1.016
F -0.397 -4.625 -2.443
C -0.507 3.163 -0.106
H 3.180 2.366 2.884
C -1.448 3.966 0.804
S 7.142 -9.335 4.395
H -1.231 -6.785 0.840
O -1.850 3.639 -3.356
Ta -1.062 0.985 -0.596
H 1.026 -0.674 0.362
O 6.812 -7.905 4.513
H 5.157 3.795 -1.764
O 0.360 0.519 -3.886
H -1.354 -5.036 1.013
H -2.163 1.127 -3.251
F -1.563 -5.868 -1.011
F -2.651 -1.375 -1.907
C 3.194 2.622 1.832
C -1.059 -5.951 1.510
H -1.934 -5.229 3.395
H -0.163 -0.498 1.624
H 4.179 2.960 1.508
F -2.846 -6.885 2.756
P -1.352 -5.945 -2.652
C -1.234 3.693 2.286
C -5.868 1.292 1.364
O 2.376 -7.414 0.094
C -2.538 1.518 -2.273
H -1.247 5.029 0.657
O 0.335 -5.904 1.888
C 2.612 1.472 0.989
H -1.140 2.617 2.421
H -7.350 5.636 -5.667
H 0.870 3.250 -3.376
H -7.308 5.440 -3.929
C -2.776 0.872 0.934
H 0.861 1.858 2.104
H -3.121 1.827 1.342
C -2.841 3.038 -2.465
S -2.640 4.249 3.287
H 5.821 2.866 -0.534
C -7.012 6.168 -4.734
```

Here are the Mulliken charges for atoms 1 to 8, given in e: number 1, Al, carries 0.315; number 2, Cl, carries -0.082; number 3, H, carries 0.359; number 4, C, carries 0.553; number 5, H, carries 0.699; number 6, C, carries -1.300; number 7, H, carries 0.436; number 8, H, carries 0.694



The lowest total charge belongs to which entry?
C21H48AlBrCl3F11NO12P2RbS2Ta



The lowest total charge belongs to which entry?
C21H48AlBrCl3F11NO12P2RbS2Ta



Look up the total charge of the third one.
-1



total charge of number 2 (C21H47O2P3Zr)?
+4